[1]
DFT (the ωB97M-V functional and the def2-TZVPD basis) results for a structure of composition C43H39BrIMnN4O3P.

HOMO (spin up / spin down) in eV: -12.67 / -12.78
2S+1: 2
Charge: +2
Frontier orbital gap (spin up / spin down) in eV: 7.766 / 7.791
LUMO (spin up / spin down) in eV: -4.91 / -4.99

Geometry as XYZ:
```
93
Properties=species:S:1:pos:R:3:forces:R:3:mulliken_charge:R:1
Mn 0.1433 -0.1640 0.2142 -0.8 0.5 -0.1 0.47
C 3.5202 -3.6854 -0.4584 0.1 0.0 0.0 -1.71
C 2.5991 -2.4800 -0.6493 0.0 0.0 0.0 1.93
C 2.6235 -1.9738 -2.0862 0.1 0.0 -0.1 -1.15
C 2.9486 -1.3831 0.3621 -0.1 0.2 0.1 -0.59
C 4.3911 -0.9039 0.2096 0.0 0.1 0.0 -1.03
O 4.2678 0.5076 -0.0393 0.0 -0.2 0.0 -0.51
C 2.9871 0.8487 -0.0093 0.0 0.3 0.3 0.90
N 2.1442 -0.1095 0.2302 0.5 -0.5 -0.6 1.14
C 2.8261 2.3244 -0.1888 -0.1 -0.2 -0.1 0.15
C 4.0090 3.0577 -0.3400 0.0 0.1 0.0 -0.70
C 3.9810 4.4306 -0.5116 0.0 0.0 0.0 -0.83
C 2.7704 5.1028 -0.5366 0.0 0.0 0.0 -0.74
C 1.5947 4.3878 -0.3877 0.1 0.0 0.0 -0.89
C 1.6057 3.0072 -0.2124 0.0 0.2 0.0 0.26
P 0.0173 2.1792 -0.0152 -0.1 -0.4 0.2 1.62
C -0.6602 2.8821 1.5212 -0.1 0.1 -0.1 0.66
C -2.0336 3.0504 1.6934 0.0 0.0 0.1 -0.21
C -2.5426 3.4908 2.9075 0.0 -0.1 0.0 -1.07
C -1.6828 3.7522 3.9654 0.0 0.0 0.0 -0.80
C -0.3131 3.5823 3.8044 0.0 0.0 -0.1 -0.87
C 0.1965 3.1567 2.5854 0.0 0.0 0.1 -0.86
C -1.0049 2.7539 -1.3909 0.0 0.1 -0.1 1.09
C -1.7714 3.9184 -1.3490 0.0 0.0 0.0 -0.41
C -2.4938 4.3200 -2.4634 0.0 0.0 0.0 -0.87
C -2.4470 3.5730 -3.6332 0.0 0.0 0.0 -0.67
C -1.6745 2.4209 -3.6915 0.0 0.0 0.0 -0.68
C -0.9624 2.0145 -2.5732 0.0 0.0 0.0 -0.93
H 3.2307 -4.4890 -1.1357 0.0 0.0 0.0 0.46
H 3.4678 -4.0768 0.5602 0.0 0.0 0.0 0.42
H 4.5646 -3.4527 -0.6738 0.0 0.0 0.0 0.37
H 1.5977 -2.8237 -0.4091 0.1 0.0 -0.1 -1.10
H 3.5974 -1.5591 -2.3603 0.0 -0.1 0.0 0.32
H 1.8869 -1.1879 -2.2697 0.0 0.0 0.1 0.01
H 2.4164 -2.7882 -2.7822 0.0 0.0 0.0 0.43
H 2.7753 -1.7634 1.3713 0.0 -0.1 0.0 0.69
H 4.9021 -1.3335 -0.6468 0.0 0.0 0.0 0.48
H 5.0076 -1.0347 1.0954 0.0 0.0 0.0 0.26
H 4.9590 2.5494 -0.3292 0.0 0.0 0.0 0.53
H 4.9098 4.9714 -0.6316 0.0 0.0 0.0 0.44
H 2.7382 6.1758 -0.6717 0.0 0.0 0.0 0.47
H 0.6507 4.9171 -0.4106 0.0 0.0 0.0 0.42
H -2.7148 2.8544 0.8746 0.0 0.0 0.0 0.42
H -3.6097 3.6328 3.0239 0.0 0.0 0.0 0.51
H -2.0766 4.1109 4.9080 0.0 0.0 0.0 0.47
H 0.3631 3.8050 4.6205 0.0 0.0 0.0 0.52
H 1.2689 3.0482 2.4675 0.0 0.0 0.0 0.45
H -1.8181 4.5120 -0.4445 0.0 0.0 0.0 0.45
H -3.0897 5.2222 -2.4194 0.0 0.0 0.0 0.47
H -3.0078 3.8937 -4.5014 0.0 0.0 0.0 0.43
H -1.6263 1.8435 -4.6055 0.0 0.0 0.0 0.48
H -0.3536 1.1171 -2.6348 0.0 0.0 0.0 0.36
C -3.1118 -0.0600 -0.5885 0.0 0.0 0.1 -1.58
O -2.0832 -0.0607 0.4081 0.1 0.2 -0.1 1.69
C -2.4746 -0.0867 1.7239 -0.2 0.0 -0.1 0.21
C -3.7742 -0.0370 2.1521 0.0 0.0 0.1 -0.11
C -4.0313 0.0325 3.5312 0.1 0.0 -0.1 -0.84
Br -5.8093 0.1383 4.1184 -0.2 0.0 0.1 -0.13
C -3.0016 0.0500 4.4300 0.1 0.0 0.0 -0.98
C -1.6684 -0.0331 3.9783 0.0 0.1 0.3 1.23
C -1.3835 -0.1272 2.6148 0.3 0.1 -0.2 -0.06
O -0.1637 -0.2233 2.1196 0.0 -0.1 0.6 -1.30
C -0.5758 0.0567 4.9275 -0.2 0.0 0.0 0.21
N 0.7181 0.0814 4.6134 0.1 0.0 0.0 0.78
C 1.4845 0.2246 5.7721 0.1 0.0 -0.3 0.72
C 2.8560 0.3069 5.9754 0.0 0.0 0.0 -0.80
C 3.2748 0.4399 7.2843 0.0 0.0 0.0 -0.61
C 2.3641 0.4875 8.3518 0.0 0.0 0.0 -0.54
C 1.0011 0.4046 8.1461 0.0 0.0 0.0 -1.02
C 0.5872 0.2735 6.8278 -0.3 0.0 0.1 0.30
N -0.6855 0.1614 6.2588 0.1 0.0 0.0 0.03
H -3.7008 -0.9751 -0.5170 0.0 0.0 0.0 0.32
H -2.6150 -0.0079 -1.5500 0.1 0.0 0.0 0.37
H -3.7522 0.8146 -0.4686 0.0 0.0 0.0 0.47
H -4.6016 -0.0239 1.4574 0.0 0.0 0.0 0.67
H -3.2313 0.1324 5.4838 0.0 0.0 0.0 0.50
H 0.9870 0.0180 3.6344 0.0 0.0 0.0 -0.43
H 3.5612 0.2721 5.1560 0.0 0.0 0.0 0.50
H 4.3331 0.5087 7.4946 0.0 0.0 0.0 0.42
H 2.7399 0.5916 9.3602 0.0 0.0 0.0 0.41
H 0.3012 0.4419 8.9697 0.0 0.0 0.0 0.45
H -1.5575 0.1622 6.7599 0.0 0.0 0.0 0.22
I -0.6966 -4.4486 -3.9146 0.0 -0.1 -0.2 0.19
C -0.6962 -3.8770 -1.9342 0.0 0.0 0.2 -0.58
C -0.8048 -4.8000 -0.9026 0.0 0.0 0.0 -0.25
C -0.7943 -4.3436 0.4062 0.0 0.0 0.0 -1.11
C -0.6464 -2.9908 0.6474 -0.1 0.0 -0.2 -0.34
N -0.5203 -2.0999 -0.3478 0.4 -0.3 0.0 0.27
C -0.5653 -2.5374 -1.6109 -0.1 0.1 0.1 -0.72
H -0.9029 -5.8560 -1.1188 0.0 0.0 0.0 0.44
H -0.8924 -5.0317 1.2345 0.0 0.0 0.0 0.52
H -0.6185 -2.5923 1.6525 0.1 0.0 0.0 0.41
H -0.4895 -1.7894 -2.3912 0.1 0.0 0.0 0.61
```
Positions in Å, forces in eV/Å.



[2]
DFT (the ωB97M-V functional and the def2-TZVPD basis) results for a cluster of 2 separate species, C26H38N3S2 in total at a distorted geometry.

HOMO in eV: -9.50
2S+1: 1
Charge: +1
Frontier orbital gap in eV: 5.411
LUMO in eV: -4.09

Geometry as XYZ:
```
69
Properties=species:S:1:pos:R:3:forces:R:3:mulliken_charge:R:1
S -1.4912 -1.8256 2.7234 -0.1 0.6 -1.1 -0.17
C -1.6384 -0.8616 1.3924 -0.5 -0.6 0.2 0.17
S -2.5645 0.7266 1.6630 0.0 -0.8 -0.3 -0.14
C -4.1428 0.4588 0.7507 -0.1 0.4 -0.4 -0.26
C -5.4327 0.8115 1.5731 -0.8 -0.5 -0.6 -0.57
C -6.6649 0.8293 0.5457 0.4 1.4 -0.1 -0.76
N -6.5474 -0.2830 -0.4290 0.5 0.0 0.8 0.15
C -6.2315 -0.2934 -1.6803 -1.0 -2.0 0.9 0.04
C -6.2300 -1.7900 -2.1250 3.4 -0.2 -0.7 -0.50
C -6.3992 -2.7347 -0.8506 -0.1 1.9 0.3 -0.62
C -6.8073 -1.6155 0.1835 -3.5 -1.4 -0.3 -0.66
N -1.1437 -1.1755 0.0784 1.2 1.4 2.1 0.61
C -0.1139 -2.2096 0.0828 1.8 -3.4 -1.0 -0.59
C 1.1546 -2.1610 0.7954 0.1 -1.0 -0.5 0.38
C 2.1471 -3.2428 0.7041 -2.0 -0.4 -1.4 -0.90
C 1.8618 -4.4055 -0.1271 -1.7 1.4 -0.2 -0.37
C 0.5905 -4.4842 -0.8545 0.5 1.8 1.2 -0.56
C -0.3754 -3.4042 -0.7465 1.2 0.6 1.0 -0.28
C -0.7784 -0.0031 -0.7129 -0.4 2.6 -2.7 -0.16
C 0.5308 0.6253 -0.7671 -1.1 0.8 -0.9 0.32
C 0.7906 1.7924 -1.6281 -1.7 -0.3 -0.5 -0.42
C -0.2402 2.3919 -2.4831 -0.7 -2.6 2.0 -0.73
C -1.5775 1.7629 -2.4114 2.0 -0.3 0.7 -0.61
C -1.8276 0.5933 -1.5696 1.5 1.1 -0.4 0.17
H -4.1417 -0.6113 0.3915 -0.1 1.1 0.4 0.04
H -4.1247 1.1615 -0.1370 0.0 -0.9 0.8 0.31
H -5.4195 1.8225 2.0527 0.3 -0.9 -0.5 0.41
H -5.6670 0.0579 2.3704 0.5 0.7 -0.6 0.30
H -7.6568 0.7694 1.0698 1.0 -0.3 -0.5 0.33
H -6.6949 1.7842 -0.0528 0.2 -0.9 0.6 0.36
H -5.9872 0.6278 -2.2612 -0.4 -0.9 0.5 0.39
H -5.1309 -1.9467 -2.3779 -1.0 0.3 -0.2 0.18
H -6.7123 -2.0806 -3.0902 -0.2 0.6 1.1 0.47
H -5.4724 -3.1868 -0.4117 -0.6 0.2 -1.3 0.29
H -7.1623 -3.5083 -1.1030 0.5 0.7 0.8 0.33
H -6.5738 -1.7319 1.2701 0.6 0.4 -1.2 0.36
H -7.9439 -1.6317 0.1917 1.0 0.1 0.2 0.48
H 1.4081 -1.2843 1.4434 -0.4 -0.9 -0.6 0.60
H 3.1278 -3.2122 1.2357 -1.1 0.3 -0.4 0.36
H 2.5808 -5.2460 -0.2585 -0.6 0.9 0.3 0.36
H 0.3635 -5.3586 -1.5016 0.2 0.8 0.6 0.35
H -1.3547 -3.4456 -1.2922 1.1 0.0 0.6 0.29
H 1.3713 0.2453 -0.1479 -0.8 0.3 -0.6 -0.14
H 1.8119 2.2500 -1.6705 -1.0 -0.7 0.3 0.34
H -0.0373 3.2659 -3.1504 -0.2 -1.0 0.8 0.37
H -2.3612 2.2226 -3.0637 0.5 -0.7 0.8 0.30
H -2.8722 0.1945 -1.5959 1.2 0.1 0.1 0.38
C 4.6556 0.1305 -0.6537 -0.1 -0.1 0.1 -1.09
C 5.8354 1.0394 -0.3398 -0.1 0.0 0.1 -0.43
N 5.4506 2.2904 0.2976 0.0 0.3 -0.1 0.18
C 6.5283 3.2729 0.3362 0.1 0.1 -0.2 -0.69
C 7.7688 2.9373 1.1652 0.1 0.1 0.1 -0.99
C 4.6697 2.1712 1.5215 -0.2 -0.2 0.0 -0.29
C 5.2752 1.3784 2.6817 -0.1 0.0 0.2 -1.08
H 3.9052 0.6509 -1.2546 0.0 0.0 0.1 0.12
H 4.9971 -0.7367 -1.2233 0.0 0.0 0.0 0.49
H 4.1768 -0.2459 0.2538 0.0 0.0 0.0 0.14
H 6.3256 1.2695 -1.2909 0.1 0.2 0.1 0.46
H 6.5643 0.4800 0.2625 0.0 -0.1 0.0 0.26
H 6.1261 4.2330 0.6757 -0.1 -0.1 0.1 0.35
H 6.8509 3.4554 -0.6949 -0.1 -0.1 0.0 0.41
H 7.5809 3.0318 2.2347 0.0 -0.1 0.0 0.22
H 8.5717 3.6388 0.9221 -0.1 0.0 0.0 0.40
H 8.1465 1.9334 0.9641 0.0 0.0 0.0 0.28
H 3.7061 1.7156 1.2670 0.1 0.0 -0.1 -0.10
H 4.4044 3.1718 1.8773 0.2 0.0 -0.2 0.41
H 5.7204 0.4357 2.3580 0.0 0.0 0.0 0.23
H 4.4916 1.1336 3.4047 0.0 0.0 0.0 0.42
H 6.0292 1.9535 3.2167 0.1 -0.1 0.0 0.30
```
Positions in Å, forces in eV/Å.



[3]
DFT (the ωB97M-V functional and the def2-TZVPD basis) results for a structure of composition C31H23BrClFeN4O5S at a distorted geometry.

HOMO (spin up / spin down) in eV: -6.51 / -8.01
2S+1: 6
Charge: 0
Frontier orbital gap (spin up / spin down) in eV: 5.282 / 6.778
LUMO (spin up / spin down) in eV: -1.22 / -1.24

Geometry as XYZ:
```
67
Properties=species:S:1:pos:R:3:forces:R:3:mulliken_charge:R:1
Fe -2.0473 -1.0177 0.7017 2.4 2.7 0.9 0.21
Cl 1.4921 -6.8586 -2.7990 0.2 -0.2 -0.1 -0.22
C 0.4031 -5.8148 -1.9576 -0.3 -0.2 -0.2 0.22
C -0.9645 -5.9321 -2.1952 0.3 0.5 0.4 -0.60
C -1.8265 -5.0731 -1.5262 0.0 -0.3 -0.2 -0.45
C -1.3230 -4.1575 -0.6337 0.2 0.7 0.8 0.31
O -2.1964 -3.2764 0.0385 1.3 -3.7 0.1 -0.23
C 0.0596 -4.0239 -0.3568 -1.4 -1.6 -1.8 0.68
C 0.6177 -3.1220 0.5704 -0.3 2.5 2.7 -0.12
N -0.0309 -2.2177 1.2851 -0.1 -2.3 -2.9 0.26
C 0.5790 -1.4513 2.2163 2.2 1.2 1.7 0.20
C 1.9650 -1.2488 2.3309 -1.6 -0.5 -0.6 -0.54
C 2.4922 -0.4750 3.3474 0.1 0.7 1.0 -1.26
C 1.6854 0.0976 4.3095 0.5 -0.2 -0.4 -0.82
C 0.2916 -0.0601 4.2420 -0.1 -0.2 -0.5 1.07
C -0.5934 0.5036 5.1809 -0.5 -0.1 -0.1 -0.70
C -1.9461 0.3227 5.0257 0.7 0.2 0.4 -0.82
C -2.4105 -0.3504 3.9000 0.3 -0.4 -0.7 -0.14
N -1.6024 -0.8567 2.9832 -0.8 -0.3 0.0 -0.23
C -0.2724 -0.7870 3.1575 0.6 0.1 0.4 0.85
C 0.9126 -4.8952 -1.0741 -0.3 0.7 0.6 -1.20
H -1.3415 -6.6645 -2.8883 0.0 -0.1 -0.1 0.45
H -2.8899 -5.1200 -1.7009 -0.1 0.1 0.0 0.51
H 1.6845 -3.2551 0.7364 0.1 0.0 0.1 0.26
H 2.6285 -1.6570 1.5848 0.1 0.0 -0.1 0.34
H 3.5608 -0.3129 3.3810 0.0 0.0 0.0 0.39
H 2.1071 0.7003 5.0995 0.1 0.0 0.1 0.42
H -0.1947 1.0651 6.0128 0.0 0.1 0.1 0.44
H -2.6520 0.7096 5.7412 -0.1 0.1 0.1 0.41
H -3.4713 -0.4808 3.7425 -0.1 0.1 -0.2 0.40
H 1.9781 -4.8146 -0.9278 0.1 -0.1 0.0 0.44
O -3.3777 -2.2408 -1.6367 -0.3 -1.5 -0.6 -0.68
C -2.6819 -2.2666 -0.6670 -1.6 2.6 -1.5 0.46
Br -4.2917 -0.9025 1.1398 -1.9 0.3 0.8 -0.43
O 1.6785 2.3162 0.4367 0.3 -0.2 0.2 -0.35
C 0.7583 3.2921 0.2946 -0.2 0.3 -0.1 0.63
C 1.1310 4.6331 0.2382 0.1 0.0 0.0 -0.74
C 0.1891 5.6278 0.0545 0.0 -0.1 0.0 -0.56
C -1.1487 5.3002 -0.0924 -0.1 0.1 0.0 -0.80
C -1.5295 3.9732 -0.0353 0.1 -0.1 0.0 -0.54
C -0.5979 2.9607 0.1653 0.2 -0.1 0.1 0.17
C -1.0893 1.5570 0.3002 -0.5 -0.5 -0.2 0.69
O -2.1911 1.2358 -0.2235 -0.2 0.1 0.2 -0.63
O -0.4280 0.7088 0.9310 0.2 -0.5 0.3 -0.17
H 2.5605 2.7009 0.5250 -0.2 0.0 -0.1 0.27
H 2.1757 4.8916 0.3539 0.1 0.0 0.0 0.36
H 0.5008 6.6611 0.0240 0.1 0.1 0.0 0.42
H -1.8886 6.0735 -0.2315 -0.1 0.1 0.0 0.43
H -2.5643 3.6823 -0.1311 -0.1 0.0 0.0 0.49
N -2.5112 0.2031 -2.7066 0.0 0.2 -0.2 -0.22
C -1.2028 0.1337 -2.4466 -0.3 -0.6 -0.2 0.13
S -0.5425 -1.2432 -1.7155 0.7 0.1 -0.1 -0.19
N -0.4507 1.1776 -2.8303 -0.5 0.6 0.0 -0.02
C 0.9416 1.3251 -2.8814 0.4 0.1 0.0 0.81
C 1.8121 0.2564 -3.0633 0.0 -0.1 -0.1 -0.48
C 3.1742 0.4867 -3.1448 -0.1 0.1 0.0 -0.87
C 3.6781 1.7727 -3.0653 0.1 0.1 0.0 -0.54
C 2.8083 2.8418 -2.9209 0.0 0.0 0.0 -0.60
C 1.4472 2.6221 -2.8332 -0.1 -0.1 0.0 -0.41
H -3.1047 -0.5476 -2.3672 0.1 -0.1 0.1 0.33
H -2.9510 1.1059 -2.8027 0.1 0.0 0.0 0.21
H -0.9635 2.0341 -3.0123 0.1 -0.2 -0.1 0.31
H 1.4323 -0.7473 -3.1544 0.0 0.0 0.0 0.51
H 3.8380 -0.3521 -3.2881 0.1 -0.1 0.0 0.42
H 4.7413 1.9420 -3.1331 0.1 0.0 0.0 0.41
H 3.1861 3.8530 -2.8858 0.0 0.1 0.0 0.42
H 0.7673 3.4559 -2.7219 -0.1 0.1 0.1 0.20
```
Positions in Å, forces in eV/Å.



Sequential relative energy (zero: lowest compared OMol25 entry of this formula, charge and spin) output: 0.0000, 3.4487, 3.0870 eV
Sequential M output: 952.5, 456.7, 734.8 g mol⁻¹
Sequential energy output: -6470.38957, -1973.74942, -6486.49359 Eh